(1)
C46H40IMnNOP2 | wB97M-V/def2-TZVPD

Output
2S+1: 6
F_max (eV/Å): 0.4
Total charge: +2
Gap between HOMO and LUMO (alpha / beta) (eV): 8.32 / 8.09
Energy above the lowest of the compared OMol25 structures with the same formula, charge and spin (kJ/mol): 11.6

Cartesian coordinates (Å):
Mn -0.75760 0.02521 -0.99814
C -2.75334 -1.42722 -2.94090
C -3.43371 -2.30925 -1.90184
C -3.59330 -3.73442 -2.42338
C -2.64916 -2.34046 -0.59027
C -3.43073 -2.96830 0.56638
O -3.43503 -1.93508 1.58340
C -2.85406 -0.84685 1.09592
N -2.34286 -0.97614 -0.08559
C -2.96956 0.34775 1.97216
C -3.89944 0.23434 3.01023
C -4.19275 1.30454 3.83885
C -3.57073 2.52287 3.63803
C -2.63851 2.64890 2.61950
C -2.30911 1.57878 1.79198
P -1.02219 1.92335 0.55963
C -1.53141 3.44613 -0.26844
C -2.53042 3.35131 -1.23779
C -2.96725 4.48668 -1.89961
C -2.39815 5.72000 -1.60515
C -1.39964 5.81770 -0.64685
C -0.96376 4.68307 0.02470
C 0.50796 2.29286 1.45091
C 0.62881 2.30813 2.83544
C 1.85407 2.61018 3.41814
C 2.95954 2.88125 2.62681
C 2.84760 2.84805 1.24091
C 1.62790 2.55331 0.65627
H -3.27232 -1.47714 -3.89895
H -1.72474 -1.75886 -3.11724
H -2.76216 -0.36991 -2.64973
H -4.42118 -1.88909 -1.68371
H -2.61463 -4.16930 -2.64767
H -4.18714 -3.74901 -3.33708
H -4.09243 -4.38350 -1.70087
H -1.70351 -2.86594 -0.76263
H -2.97624 -3.85784 0.99406
H -4.46928 -3.17373 0.31102
H -4.41675 -0.70008 3.15955
H -4.92325 1.18376 4.62773
H -3.80655 3.37309 4.26428
H -2.15502 3.60545 2.46340
H -2.98663 2.39290 -1.46612
H -3.74927 4.41252 -2.64408
H -2.73606 6.60706 -2.12541
H -0.96097 6.78020 -0.41695
H -0.18440 4.76546 0.77297
H -0.22217 2.09260 3.46763
H 1.94064 2.63714 4.49700
H 3.90925 3.12133 3.08894
H 3.70557 3.06381 0.61607
H 1.54412 2.55465 -0.42580
I 0.44931 0.70739 -3.34356
C 2.33498 1.26288 -2.55173
C 2.72879 2.47997 -3.03544
C 4.04609 2.93753 -2.84870
C 4.94651 2.10706 -2.25474
C 4.55569 0.84278 -1.74690
C 5.56073 0.00604 -1.19972
C 5.25912 -1.22560 -0.70305
C 3.90925 -1.60666 -0.63885
C 2.88827 -0.81882 -1.12056
P 1.24960 -1.37786 -0.55729
C 1.09775 -3.09636 -1.12698
C 0.84606 -3.30568 -2.48462
C 0.74266 -4.59182 -2.98914
C 0.88729 -5.68208 -2.14010
C 1.15477 -5.48223 -0.79400
C 1.26680 -4.19411 -0.28587
C 1.32323 -1.43345 1.25735
C 2.34093 -0.83847 1.99522
C 2.28824 -0.84753 3.38380
C 1.21299 -1.42081 4.04326
C 0.17854 -1.99338 3.31232
C 0.23368 -1.99932 1.92884
C 3.19872 0.40769 -1.80069
H 2.04035 3.09192 -3.60500
H 4.33732 3.90561 -3.23274
H 5.98772 2.39255 -2.16480
H 6.58221 0.36699 -1.20666
H 6.02804 -1.88043 -0.31616
H 3.66668 -2.54161 -0.14628
H 0.76115 -2.46257 -3.16047
H 0.55764 -4.74386 -4.04528
H 0.80742 -6.68776 -2.53200
H 1.28783 -6.33127 -0.13509
H 1.48538 -4.05541 0.76442
H 3.18371 -0.37403 1.49912
H 3.09786 -0.40305 3.94882
H 1.18136 -1.42842 5.12580
H -0.66177 -2.44945 3.82205
H -0.56098 -2.47868 1.36772

Forces on the atoms, in the same order (eV/Å):
-0.22 -0.07 0.29
-0.03 0.03 -0.05
0.01 0.02 -0.01
0.00 -0.04 -0.01
0.02 0.06 0.01
0.00 0.08 0.08
-0.07 -0.03 0.02
-0.03 -0.04 -0.03
-0.04 0.03 -0.04
0.01 -0.02 -0.02
0.01 0.00 -0.01
-0.03 -0.02 0.02
0.01 0.02 -0.01
-0.01 -0.02 0.02
-0.05 0.05 0.04
0.08 -0.11 -0.14
0.03 0.08 0.04
0.00 0.05 -0.01
-0.01 -0.01 0.00
0.00 0.01 -0.01
-0.01 0.00 -0.01
-0.01 0.02 0.01
0.03 -0.01 0.02
0.00 0.02 0.02
0.01 -0.02 0.01
0.02 -0.01 0.01
0.00 0.00 0.01
0.00 0.02 0.01
0.01 -0.02 0.02
0.07 -0.04 0.00
0.01 0.02 0.02
-0.02 0.01 0.00
-0.02 0.00 0.00
0.01 0.01 0.02
0.02 0.01 -0.01
0.04 -0.03 -0.04
0.02 0.01 0.02
0.00 -0.02 0.00
0.00 -0.02 -0.01
0.02 0.00 -0.01
0.00 -0.01 -0.01
0.01 0.01 -0.01
0.00 -0.04 0.00
0.02 0.00 0.01
0.01 -0.02 0.02
-0.01 -0.03 0.00
-0.01 -0.01 -0.02
-0.01 -0.01 0.00
-0.01 -0.01 -0.02
-0.03 0.00 -0.02
-0.01 0.00 0.01
-0.02 0.00 0.03
0.10 0.06 -0.28
0.00 -0.03 0.02
-0.02 0.09 -0.06
0.05 -0.06 0.04
-0.05 0.04 -0.02
0.13 0.04 0.01
-0.03 -0.05 0.02
-0.01 0.07 -0.02
0.04 -0.03 -0.03
0.03 -0.04 -0.01
0.00 -0.02 -0.05
0.13 -0.06 0.00
-0.02 -0.01 -0.01
-0.02 0.02 -0.02
0.01 -0.03 0.00
0.00 -0.01 0.01
-0.06 0.01 0.00
0.03 0.07 0.02
0.04 -0.03 0.04
0.02 0.04 0.01
0.00 0.01 0.03
-0.02 -0.03 0.00
0.01 0.01 0.00
-0.07 -0.05 0.02
0.02 -0.03 0.02
-0.01 -0.02 0.01
-0.03 0.00 -0.01
-0.02 -0.01 0.00
-0.01 0.01 -0.02
-0.02 -0.01 0.00
-0.03 0.03 -0.01
0.01 0.00 0.03
0.00 0.02 0.01
0.00 0.03 -0.02
0.00 0.02 0.03
-0.04 0.00 0.02
-0.03 0.00 -0.01
0.00 0.00 -0.04
0.03 0.01 -0.02
0.01 -0.01 -0.01


(2)
C46H41IN3O2P2Pd | wB97M-V/def2-TZVPD

Output
F_max (eV/Å): 0.7
Total charge: -1
Gap between HOMO and LUMO (eV): 5.65
Energy above the lowest of the compared OMol25 structures with the same formula, charge and spin (kJ/mol): 0.0

Cartesian coordinates (Å):
Pd 0.22925 -0.10367 0.31206
C -4.07374 -0.14935 -2.08848
C -3.77664 1.00204 -1.17724
N -4.76141 1.62026 -0.60088
C -4.47430 2.65878 0.23629
C -3.20930 3.09930 0.49651
C -3.06939 4.22187 1.49260
O -2.51290 3.79538 2.73589
C -2.09169 2.43876 -0.10321
C -0.77186 2.87596 0.21327
N 0.37050 2.33553 -0.12399
C 1.49789 3.07261 0.28546
C 1.47369 4.47809 0.27974
C 2.53272 5.24338 0.72676
C 3.69055 4.63016 1.17399
C 3.77718 3.24943 1.11275
C 2.71501 2.48156 0.65712
I 3.09678 0.43382 0.49285
C -2.35434 1.33425 -0.97628
O -1.48190 0.63191 -1.52754
H -5.12318 -0.12835 -2.37783
H -3.86538 -1.09691 -1.58289
H -3.42361 -0.12735 -2.96054
H -5.32750 3.14474 0.69599
H -4.05824 4.66522 1.66254
H -2.41321 5.02086 1.13722
H -2.87367 2.91973 2.92514
H -0.74365 3.74114 0.87796
H 0.59836 4.97383 -0.11537
H 2.45053 6.32317 0.71227
H 4.52873 5.21148 1.53251
H 4.68795 2.75252 1.41714
C 0.33866 -3.24227 1.54223
N -0.36170 -2.65343 2.66221
C 0.31889 -1.55031 3.31506
P -0.10909 0.10314 2.56771
C 0.89682 1.23056 3.59734
C 0.58151 2.59353 3.58998
C 1.41990 3.51827 4.18430
C 2.59822 3.10803 4.79743
C 2.92225 1.76257 4.81581
C 2.07968 0.83162 4.22034
C -1.80603 0.41992 3.18966
C -2.84195 0.23048 2.27901
C -4.16106 0.43849 2.65092
C -4.45725 0.84570 3.94372
C -3.43079 1.05381 4.85883
C -2.11354 0.84537 4.48175
C -1.48077 -3.24421 3.22616
C -2.07921 -2.71482 4.38316
C -3.19800 -3.30038 4.94510
C -3.77707 -4.43105 4.39049
C -3.20328 -4.95695 3.24426
C -2.08297 -4.38468 2.66828
P 0.13611 -2.33605 -0.09384
C -1.26780 -3.30768 -0.77473
C -2.50132 -3.15440 -0.13910
C -3.62674 -3.82127 -0.59221
C -3.54587 -4.63475 -1.71543
C -2.33173 -4.77309 -2.37121
C -1.20064 -4.11902 -1.90352
C 1.54163 -3.10930 -1.00079
C 1.99771 -4.41120 -0.79450
C 3.05171 -4.92215 -1.53437
C 3.66004 -4.14124 -2.50760
C 3.21192 -2.84836 -2.72914
C 2.16524 -2.33609 -1.97570
H 0.06331 -4.29001 1.44636
H 1.41619 -3.21896 1.75327
H 1.38785 -1.66579 3.10281
H 0.20378 -1.60810 4.40115
H -0.33188 2.93822 3.11934
H 1.15573 4.56776 4.15536
H 3.25939 3.83515 5.25149
H 3.83829 1.42858 5.28738
H 2.36915 -0.20994 4.23525
H -2.59064 -0.04762 1.25841
H -4.94848 0.31111 1.92039
H -5.48502 1.02124 4.23371
H -3.65690 1.39150 5.86200
H -1.31734 1.02156 5.19519
H -1.69842 -1.81407 4.83273
H -3.63079 -2.84368 5.82665
H -4.66028 -4.87692 4.82649
H -3.63872 -5.82672 2.76807
H -1.71560 -4.81348 1.74818
H -2.58156 -2.50243 0.72587
H -4.56828 -3.69383 -0.07326
H -4.42582 -5.14896 -2.08072
H -2.26137 -5.39350 -3.25617
H -0.26266 -4.24222 -2.42932
H 1.52169 -5.04522 -0.05802
H 3.39420 -5.93397 -1.35639
H 4.48037 -4.54040 -3.09047
H 3.67968 -2.22991 -3.48405
H 1.82059 -1.31796 -2.12660

Forces on the atoms, in the same order (eV/Å):
-0.14 -0.63 0.36
-0.04 -0.06 0.09
0.12 -0.10 -0.10
-0.07 0.08 0.04
0.05 0.12 -0.08
-0.03 0.04 0.02
0.01 0.03 -0.06
0.05 0.00 0.04
-0.03 0.15 -0.02
0.18 -0.16 -0.03
-0.10 0.36 0.13
-0.17 -0.10 -0.14
-0.01 0.02 -0.01
-0.01 0.03 0.01
0.03 -0.01 0.00
0.04 0.00 0.01
0.06 0.09 0.04
-0.08 0.02 -0.11
-0.04 -0.17 0.06
0.09 0.07 -0.14
-0.01 0.01 0.00
0.04 0.01 -0.02
0.02 0.03 -0.06
-0.03 0.01 0.02
0.04 -0.03 -0.04
-0.02 -0.04 -0.04
-0.01 -0.03 0.04
0.03 0.03 0.03
-0.04 0.00 0.00
0.02 0.02 0.00
0.03 0.02 0.02
0.02 -0.01 0.01
0.17 -0.10 -0.07
-0.05 0.04 0.07
0.12 -0.04 0.04
-0.07 0.07 -0.19
0.04 -0.08 0.03
-0.06 -0.02 -0.01
0.04 0.04 0.02
-0.01 0.05 0.00
0.01 -0.02 0.00
-0.01 0.02 -0.02
0.05 -0.01 0.06
0.12 -0.07 -0.09
-0.12 -0.04 0.07
0.00 -0.01 0.00
-0.02 0.01 -0.02
0.06 -0.05 0.03
-0.01 0.04 0.04
0.04 0.00 -0.05
-0.06 0.00 0.03
-0.02 -0.01 0.01
0.01 -0.04 0.00
0.04 -0.07 0.00
0.12 0.29 -0.11
-0.05 0.15 0.04
-0.06 0.11 -0.03
0.02 -0.01 -0.03
0.00 0.01 0.02
-0.06 -0.04 -0.03
0.04 0.00 0.00
-0.09 -0.08 -0.01
-0.02 0.00 0.03
0.04 -0.04 -0.01
0.02 0.01 -0.03
0.03 0.01 -0.02
-0.01 0.08 0.03
0.04 -0.03 0.00
-0.06 0.02 0.00
-0.06 0.00 0.05
-0.03 0.07 -0.03
-0.03 0.00 -0.04
0.00 0.02 0.01
0.01 0.02 0.00
0.01 0.00 0.01
0.01 -0.02 0.01
-0.03 -0.02 0.08
-0.02 -0.02 -0.02
-0.03 0.01 0.01
-0.01 0.01 0.03
0.04 0.01 0.01
0.01 0.06 0.01
-0.01 0.00 0.02
-0.02 -0.01 0.01
-0.02 -0.02 -0.01
-0.01 0.01 0.07
0.01 0.01 -0.08
-0.02 0.00 0.01
-0.01 0.00 -0.01
0.00 -0.02 -0.01
0.02 0.01 0.00
-0.03 -0.02 0.03
0.01 -0.02 0.00
0.02 -0.01 -0.01
0.02 0.00 -0.02
-0.02 -0.02 0.00